C4H4ClN6P in the gas phase. Source: OMol25; level of theory: wB97M-V/def2-TZVPD.

Last column: Mulliken spin population.
Positions of all 16 atoms, in Å:
C1 1.67700 -0.06678 0.90110  -0.011
C2 -2.03132 0.06500 0.77032  0.096
C3 1.40049 0.70958 -0.27525  0.600
C4 -1.51903 0.53567 -0.48670  0.031
N1 2.87489 -0.58549 0.79328  0.034
N2 -2.69173 -1.06032 0.55265  -0.033
N3 2.38877 0.48851 -1.09836  0.005
N4 -1.85355 -0.42674 -1.38362  0.140
N5 3.23943 -0.26502 -0.43803  0.020
N6 -2.57292 -1.33319 -0.72793  0.049
P1 -0.36726 1.83475 -0.91947  0.962
Cl1 -0.65059 2.81934 0.76155  0.127
H1 1.00929 -0.19251 1.61801  -0.015
H2 -2.05766 0.56959 1.64806  0.001
H3 4.04199 -0.79018 -0.74872  -0.003
H4 -2.88779 -2.30221 -0.96689  -0.002

Summary:
calculated total energy = -34957.7338 eV
net charge = 0
multiplicity = 3



A molecular structure, C46H60BaI2N3O4P. Source: OMol25; level of theory: wB97M-V/def2-TZVPD.

Last column: Löwdin charge in e.
Positions of all 117 atoms, in Å:
Ba1 1.53114 -1.09412 0.33238  1.955
O1 1.92716 4.56619 1.79874  -0.043
C1 2.95021 4.28737 1.12870  -0.673
O2 3.66135 4.97743 0.39051  -0.004
C2 3.29874 2.76689 1.16777  -0.073
C3 2.74021 1.98360 2.16149  0.039
C4 2.83440 0.59791 2.08069  -0.327
N1 3.53475 0.01347 1.11220  -0.086
C5 4.08400 0.75508 0.14324  -0.241
C6 4.00775 2.14272 0.15393  0.065
C7 4.73452 -0.02370 -0.94410  -0.231
C8 6.04389 0.24835 -1.32506  0.001
C9 6.63486 -0.55416 -2.28466  -0.046
C10 5.89906 -1.59728 -2.82826  -0.046
C11 4.59575 -1.78180 -2.40105  -0.162
N2 4.00752 -1.00666 -1.48994  0.053
C12 2.12477 -0.22005 3.11854  -0.248
C13 2.16630 0.26627 4.43703  0.005
C14 1.55687 -0.45066 5.44329  -0.037
C15 0.92578 -1.65241 5.14034  -0.041
C16 0.92329 -2.07117 3.82732  -0.110
N3 1.50068 -1.36733 2.84905  -0.082
H1 2.15812 2.49823 2.90693  0.104
H2 4.43749 2.74959 -0.63474  0.136
H3 6.58624 1.05643 -0.85247  0.123
H4 7.65840 -0.37999 -2.58991  0.112
H5 6.32226 -2.26234 -3.56806  0.109
H6 3.99046 -2.58533 -2.80587  0.085
H7 2.69314 1.18121 4.66091  0.123
H8 1.59142 -0.08772 6.46244  0.116
H9 0.45770 -2.25390 5.90656  0.110
H10 0.46354 -3.00810 3.53490  0.116
I1 2.66105 -4.10080 -0.25756  0.466
I2 5.08842 -5.15729 0.28630  -0.008
C17 1.25596 -3.30113 -4.76446  -0.065
C18 0.62941 -2.66988 -3.52206  -0.379
C19 -0.01572 -1.32468 -3.85523  -0.044
C20 -0.35533 -3.59028 -2.83179  -0.148
C21 -1.33545 -4.27889 -3.53170  -0.043
C22 -2.22897 -5.11543 -2.87872  -0.085
C23 -2.11937 -5.29582 -1.50777  -0.044
C24 -1.15558 -4.62329 -0.77018  -0.150
C25 -0.97334 -4.88259 0.71324  -0.388
C26 -2.20528 -4.52824 1.54441  -0.056
C27 -0.55710 -6.33558 0.95813  -0.064
C28 -0.30680 -3.71775 -1.43381  -0.380
O3 0.53898 -2.95853 -0.73094  -0.790
H11 2.06141 -2.66941 -5.14659  0.075
H12 0.52529 -3.41904 -5.56851  0.074
H13 1.66674 -4.28601 -4.53704  0.086
H14 1.43461 -2.47452 -2.80919  0.090
H15 -0.85741 -1.45693 -4.54053  0.089
H16 0.70233 -0.64561 -4.32260  0.083
H17 -0.39821 -0.85251 -2.94752  0.056
H18 -1.40061 -4.16901 -4.60914  0.109
H19 -2.99158 -5.64197 -3.43892  0.097
H20 -2.79054 -5.98593 -1.00587  0.111
H21 -0.15754 -4.24163 1.04954  0.084
H22 -3.08945 -5.06952 1.19657  0.080
H23 -2.42127 -3.45944 1.49138  0.060
H24 -2.04935 -4.79157 2.59407  0.077
H25 -1.38152 -7.01970 0.73866  0.079
H26 -0.26794 -6.48544 2.00114  0.078
H27 0.28710 -6.61062 0.32512  0.070
O4 0.24201 0.81213 0.44850  -0.651
P1 -0.91385 1.76064 0.16990  0.866
C29 -1.09849 2.98188 1.50587  -0.310
C30 -0.78637 2.39643 2.91206  -0.176
C31 -1.81815 2.81037 3.95811  -0.202
C32 -2.01697 4.32527 3.92396  -0.177
C33 -2.46666 4.81509 2.52787  -0.168
C34 -2.46161 3.68089 1.50467  -0.206
C35 -0.60745 2.53104 -1.47307  -0.328
C36 -1.76563 3.31550 -2.11677  -0.175
C37 -1.72043 4.82695 -1.90174  -0.198
C38 -0.35311 5.39177 -2.26798  -0.194
C39 0.70416 4.75831 -1.37476  -0.189
C40 0.75501 3.24595 -1.57471  -0.163
C41 -2.50032 0.84554 0.04013  -0.329
C42 -2.64506 -0.18051 1.16960  -0.193
C43 -4.01986 -0.84028 1.05491  -0.175
C44 -4.18737 -1.60871 -0.27731  -0.174
C45 -3.07160 -1.27712 -1.26669  -0.190
C46 -2.81836 0.22392 -1.34658  -0.167
H28 -0.31130 3.71797 1.29085  0.104
H29 0.17445 2.80517 3.21498  0.095
H30 -0.67094 1.30831 2.88696  0.092
H31 -1.47043 2.49955 4.94618  0.111
H32 -2.77007 2.29380 3.79636  0.106
H33 -1.06723 4.79703 4.18702  0.115
H34 -2.73612 4.62885 4.68629  0.105
H35 -1.79848 5.60499 2.17749  0.115
H36 -3.46802 5.24839 2.57594  0.109
H37 -2.71923 4.06391 0.51718  0.089
H38 -3.24371 2.95941 1.76238  0.105
H39 -0.49396 1.60475 -2.04830  0.093
H40 -2.73304 2.91235 -1.80295  0.096
H41 -1.70603 3.13624 -3.19688  0.125
H42 -1.91278 5.07718 -0.85477  0.091
H43 -2.52014 5.29076 -2.48364  0.114
H44 -0.34811 6.47764 -2.15823  0.113
H45 -0.13311 5.17658 -3.32134  0.116
H46 0.49600 4.99778 -0.32497  0.102
H47 1.69617 5.16870 -1.56801  0.115
H48 1.45948 2.79388 -0.87307  0.088
H49 1.15145 3.04250 -2.57593  0.125
H50 -3.26074 1.60992 0.23446  0.103
H51 -2.53450 0.30135 2.14535  0.105
H52 -1.84872 -0.93216 1.10220  0.102
H53 -4.77227 -0.04920 1.12733  0.112
H54 -4.19215 -1.49953 1.90796  0.105
H55 -5.15639 -1.37122 -0.72312  0.110
H56 -4.18911 -2.68504 -0.10065  0.096
H57 -3.31884 -1.66026 -2.25900  0.121
H58 -2.15408 -1.79560 -0.97945  0.098
H59 -3.70535 0.71627 -1.75512  0.120
H60 -2.02730 0.40970 -2.07074  0.075

Summary:
ΔE to the lowest compared entry with this formula, charge and spin = 29.2 kcal per mole
net charge = 0



C5H8N2 in the gas phase. Source: OMol25; level of theory: wB97M-V/def2-TZVPD.

Last column: Löwdin charge in e.
Positions of all 15 atoms, in Å:
C1 -2.12243 1.14774 0.34111  -0.110
N1 -1.77171 -0.23704 0.86295  0.071
C2 -0.75749 -0.62401 0.23713  -0.390
C3 0.10833 -1.56850 -0.40464  -0.015
C4 1.24686 -0.62763 -0.55933  -0.309
C5 2.01741 -0.07305 0.61536  -0.045
N2 -0.06988 -0.10446 -0.88749  0.093
H1 -1.35625 1.60718 -0.31262  0.066
H2 -3.03044 1.21722 -0.28315  0.074
H3 -2.30547 1.72204 1.23923  0.056
H4 -0.23961 -2.35515 -1.06756  0.128
H5 1.83069 -0.76084 -1.46897  0.137
H6 1.36857 0.09371 1.48241  0.083
H7 2.80653 -0.77470 0.89697  0.079
H8 2.48132 0.88415 0.35017  0.081

Summary:
ΔE to the lowest compared entry with this formula, charge and spin = 80.9 kcal per mole
net charge = 0



C25H29ClN4O in the gas phase. Source: OMol25; level of theory: wB97M-V/def2-TZVPD.

Last column: Löwdin charge in e.
Positions of all 60 atoms, in Å:
O1 -1.99586 -0.90315 0.39325  0.078
C1 -1.87022 -0.14839 -0.54527  -0.484
C2 -2.81624 -0.14188 -1.73303  -0.107
C3 -4.26833 -0.16320 -1.25439  -0.182
C4 -4.64923 1.14520 -0.55279  -0.158
C5 -6.07125 1.08379 -0.07324  -0.244
C6 -7.10610 1.59789 -0.84257  -0.048
C7 -8.41829 1.50420 -0.41293  -0.089
C8 -8.71125 0.89039 0.79236  -0.098
C9 -7.68602 0.37141 1.56511  -0.085
C10 -6.37548 0.46702 1.13385  -0.042
N1 -0.84359 0.74548 -0.64992  0.154
C11 0.14535 0.98889 0.31022  -0.241
C12 0.55875 2.21863 0.79004  -0.008
C13 1.57896 1.90905 1.69150  -0.138
N2 1.77474 0.60714 1.74980  0.079
N3 0.91306 0.04637 0.90686  -0.035
C14 0.90056 -1.38508 0.67621  -0.254
C15 1.30167 -1.70329 -0.76823  -0.108
C16 2.77453 -1.37922 -0.99786  -0.189
N4 3.58570 -2.19187 -0.11399  -0.151
C17 5.00290 -2.17408 -0.44922  -0.152
C18 5.64468 -0.81134 -0.34236  -0.215
C19 6.15647 -0.36058 0.86931  -0.040
C20 6.66489 0.91909 0.99830  -0.098
C21 6.66403 1.76253 -0.09992  -0.679
Cl1 7.29641 3.36642 0.05072  0.662
C22 6.17069 1.33356 -1.32069  -0.102
C23 5.66367 0.05159 -1.43209  -0.044
C24 3.32150 -1.85484 1.27518  -0.199
C25 1.85573 -2.10787 1.62291  -0.115
H1 -2.63739 0.72228 -2.37548  0.112
H2 -2.61475 -1.04819 -2.31001  0.127
H3 -4.39131 -0.99254 -0.55625  0.118
H4 -4.93434 -0.32776 -2.10363  0.120
H5 -4.52562 1.98047 -1.24693  0.118
H6 -3.97925 1.29873 0.29640  0.120
H7 -6.88288 2.07943 -1.78470  0.110
H8 -9.21363 1.91156 -1.02034  0.100
H9 -9.73493 0.81763 1.12906  0.099
H10 -7.90892 -0.10819 2.50709  0.102
H11 -5.57609 0.06238 1.73802  0.117
H12 -0.91142 1.46027 -1.36030  0.149
H13 0.17092 3.18215 0.53000  0.094
H14 2.16810 2.57224 2.29255  0.100
H15 -0.12341 -1.73423 0.85716  0.128
H16 0.68451 -1.14493 -1.47357  0.105
H17 1.14208 -2.76817 -0.93890  0.125
H18 3.04110 -1.62009 -2.03051  0.122
H19 2.94341 -0.29868 -0.84105  0.127
H20 5.50293 -2.87563 0.22401  0.123
H21 5.09836 -2.55089 -1.47191  0.122
H22 6.16538 -1.01956 1.72464  0.114
H23 7.05829 1.26097 1.94272  0.104
H24 6.18384 1.99598 -2.17225  0.103
H25 5.28368 -0.28322 -2.38655  0.112
H26 3.94688 -2.49546 1.90225  0.122
H27 3.55898 -0.80394 1.49579  0.099
H28 1.64768 -3.17586 1.54949  0.122
H29 1.67534 -1.78063 2.64609  0.115

Summary:
ΔE to the lowest compared entry with this formula, charge and spin = 8.3 kcal per mole
net charge = 0



5 unconnected molecules or ions with the total composition C31H55F9NO9. Source: OMol25; level of theory: wB97M-V/def2-TZVPD.

Last column: Löwdin charge in e.
Positions of all 105 atoms, in Å:
C1 -1.92696 -0.19447 5.55896  -0.067
C2 -1.66045 -1.24823 4.34575  -0.244
O1 -0.24591 -1.11412 4.01588  -0.176
C3 0.14763 -2.17430 3.08316  -0.149
N1 1.39075 -1.70647 2.41048  0.040
C4 2.70256 -2.27325 2.70305  -0.045
C5 2.91585 -3.49279 3.75283  -0.065
C6 2.24994 -4.86032 3.16290  -0.289
C7 3.35446 -5.83419 2.51837  -0.045
F1 1.59661 -5.52655 4.29063  -0.088
C8 4.02565 -1.75183 2.02927  0.108
C9 3.93749 -0.60862 0.97820  -0.115
O2 5.11503 -0.13146 0.33180  0.017
C10 2.49406 -0.02153 0.68456  0.014
C11 2.41136 1.17326 -0.37676  -0.096
C12 2.12602 2.61705 0.26697  -0.176
O3 1.47903 2.57280 1.56802  -0.182
C13 0.82614 3.83297 1.88034  -0.075
C14 -0.79474 3.70956 1.81071  -0.228
F2 -1.18057 2.75603 2.81876  0.048
F3 -1.08179 3.23541 0.47696  0.045
C15 -1.54386 5.12333 1.94902  -0.197
F4 -1.15078 5.89048 0.79325  0.076
F5 -1.19427 5.83817 3.14812  0.079
C16 -3.14426 5.05228 1.91825  -0.200
F6 -3.66581 4.45206 0.71283  0.060
F7 -3.66849 4.23193 2.98527  0.059
C17 -3.85244 6.52129 1.98690  -0.129
F8 -5.24361 6.35847 2.33199  0.024
F9 -3.87162 7.03347 0.63383  0.009
C18 1.24499 -0.62630 1.42305  0.018
C19 -0.20209 -0.01097 1.06618  -0.054
C20 -1.06350 -0.99326 0.08438  -0.181
O4 -1.16177 -0.47137 -1.26670  -0.077
C21 -1.24909 -1.66540 -2.09801  -0.353
O5 -0.20768 -2.13117 -2.64295  0.061
C22 -2.62623 -2.48524 -2.34224  -0.112
C23 -3.92646 -1.77138 -1.68155  -0.107
H1 -1.53617 0.81475 5.18084  0.077
H2 -3.02634 -0.17782 5.87892  0.091
H3 -1.22694 -0.49439 6.43199  0.092
H4 -2.32808 -0.89998 3.46171  0.126
H5 -1.91121 -2.32039 4.67353  0.134
H6 0.27364 -3.11623 3.71751  0.142
H7 -0.71837 -2.39948 2.34534  0.149
H8 4.02259 -3.66073 3.98411  0.124
H9 2.31313 -3.18712 4.69071  0.137
H10 1.41381 -4.63740 2.39778  0.141
H11 3.31292 -6.91081 2.91720  0.089
H12 3.29133 -5.89194 1.37213  0.093
H13 4.41988 -5.44783 2.76291  0.088
H14 5.04821 -2.22253 2.27283  0.133
H15 4.99251 -0.13543 -0.64906  0.131
H16 3.40642 1.25487 -0.96340  0.123
H17 1.61532 0.90976 -1.16025  0.128
H18 3.09882 3.22828 0.40386  0.146
H19 1.43261 3.21267 -0.44783  0.141
H20 1.15778 4.10349 2.95712  0.165
H21 1.19024 4.67213 1.18066  0.151
H22 -3.30969 7.24743 2.68485  0.163
H23 -0.10033 0.97516 0.46822  0.112
H24 -0.80198 0.28043 2.00981  0.121
H25 -2.11721 -1.04228 0.57070  0.129
H26 -0.65757 -2.07070 0.14629  0.136
H27 -2.51996 -3.53077 -1.86981  0.127
H28 -2.84184 -2.55773 -3.47705  0.131
H29 -4.46537 -2.59270 -1.07833  0.083
H30 -3.65116 -0.94605 -0.94132  0.056
H31 -4.60602 -1.28340 -2.47300  0.089
C24 0.12926 0.08207 -5.93231  -0.093
C25 -1.29071 0.27977 -6.42425  -0.311
O6 -2.20665 -0.38453 -5.56062  -0.092
H32 0.37608 -0.98221 -5.88863  0.080
H33 0.84320 0.58291 -6.59002  0.063
H34 0.24598 0.47805 -4.91850  0.067
H35 -1.40938 -0.13594 -7.42670  0.098
H36 -1.54798 1.34312 -6.45845  0.113
H37 -2.10321 -0.00636 -4.67714  0.070
C26 3.78794 -10.74414 1.93659  -0.091
C27 3.15497 -9.59824 1.17271  -0.327
O7 4.14727 -8.64774 0.80065  -0.105
H38 4.29321 -10.37496 2.83306  0.077
H39 3.03541 -11.47855 2.23307  0.077
H40 4.54591 -11.24391 1.32644  0.075
H41 2.41423 -9.08828 1.79311  0.104
H42 2.65726 -9.95965 0.26752  0.110
H43 4.79390 -9.10358 0.24509  0.086
C28 1.11231 -1.80035 -10.41878  -0.089
C29 0.62672 -0.87118 -9.32424  -0.335
O8 1.69355 -0.04171 -8.87914  -0.094
H44 1.93338 -2.42421 -10.05589  0.079
H45 0.30468 -2.44813 -10.76787  0.077
H46 1.49743 -1.22920 -11.26861  0.075
H47 0.26347 -1.44478 -8.46870  0.102
H48 -0.18785 -0.23411 -9.68379  0.111
H49 2.00262 0.46801 -9.64025  0.088
C30 -4.02158 11.80248 2.45792  -0.090
C31 -3.16695 10.55867 2.59505  -0.318
O9 -3.91691 9.51169 3.20319  -0.102
H50 -4.37968 12.13160 3.43687  0.080
H51 -3.45594 12.61581 1.99748  0.077
H52 -4.90582 11.59896 1.84682  0.076
H53 -2.29689 10.76010 3.22364  0.114
H54 -2.81455 10.21668 1.61661  0.108
H55 -4.68087 9.33325 2.63665  0.082

Summary:
calculated total energy = -77397.1082 eV
net charge = +1



8 unconnected molecules or ions with the total composition C14H23BCl22NO2. Source: OMol25; level of theory: wB97M-V/def2-TZVPD.

Last column: Löwdin charge in e.
Positions of all 63 atoms, in Å:
N1 -2.32633 0.02126 3.29644  -0.012
C1 -2.34284 1.07551 2.26313  -0.293
C2 -2.76808 2.40143 2.88882  -0.220
C3 -2.55199 3.65585 2.02854  -0.217
C4 -1.11802 3.86567 1.49659  -0.231
C5 -0.96224 3.85715 -0.03342  -0.129
B1 -1.64543 2.70978 -0.92500  -0.668
O1 -0.62798 1.87079 -1.66595  -0.123
C6 -1.32125 1.35112 -2.76327  -0.265
C7 -2.61014 2.20403 -2.88775  -0.739
Cl1 -2.95441 2.63234 -4.63240  0.528
O2 -2.41205 3.30984 -2.12277  -0.083
H1 -2.35727 -0.88947 2.85751  0.005
H2 -1.45468 0.05925 3.81098  0.036
H3 -1.37659 1.18382 1.75433  0.102
H4 -3.06305 0.78155 1.49527  0.102
H5 -2.22339 2.54687 3.82960  0.042
H6 -3.83364 2.31943 3.13466  0.107
H7 -3.27227 3.68665 1.20496  0.109
H8 -2.79981 4.50339 2.68424  0.083
H9 -0.44372 3.12819 1.95411  0.099
H10 -0.76396 4.83904 1.86598  0.090
H11 0.11507 3.81032 -0.25041  0.049
H12 -1.29951 4.83069 -0.41684  0.092
H13 -2.44789 1.95974 -0.34308  0.113
H14 -0.71301 1.41363 -3.67587  0.087
H15 -1.61762 0.29619 -2.61747  0.123
H16 -3.49342 1.63152 -2.57536  0.096
C8 2.38801 5.48906 -2.29223  -1.572
Cl2 3.41715 6.84561 -2.80476  0.490
Cl3 2.54421 5.20865 -0.56226  0.545
Cl4 0.71854 5.74275 -2.75581  0.583
H17 2.74651 4.60379 -2.79843  -0.068
C9 -0.81056 3.69467 6.78629  -1.552
Cl5 -1.21831 4.82832 5.50316  0.555
Cl6 -1.99086 3.77131 8.10119  0.510
Cl7 -0.67030 2.05487 6.16244  0.545
H18 0.14987 3.98145 7.19300  0.006
C10 1.81346 0.54816 -2.59008  -1.519
Cl8 2.89187 -0.01051 -1.30939  0.505
Cl9 2.31573 2.12320 -3.19513  0.585
Cl10 1.78349 -0.63207 -3.91899  0.504
H19 0.81178 0.65800 -2.18110  -0.024
C11 0.60567 -3.04521 0.98078  -1.553
Cl11 -1.13545 -2.92627 1.21450  0.553
Cl12 1.02535 -3.02194 -0.72577  0.509
Cl13 1.44822 -1.76029 1.85569  0.508
H20 0.93245 -3.99387 1.38748  -0.019
C12 1.61895 -7.08235 -1.29415  -1.544
Cl14 1.35666 -6.87860 0.44037  0.542
Cl15 0.32437 -6.31889 -2.21870  0.548
Cl16 3.19066 -6.45714 -1.77222  0.525
H21 1.59571 -8.14311 -1.50742  -0.025
C13 -0.60822 -9.09032 -4.44381  -1.566
Cl17 -2.02673 -9.95008 -3.85029  0.529
Cl18 0.87544 -9.82320 -3.82070  0.528
Cl19 -0.58581 -9.03667 -6.20374  0.533
H22 -0.64975 -8.07503 -4.07331  -0.047
C14 6.01949 -3.67400 0.70847  -1.549
Cl20 5.85808 -5.30835 0.05955  0.498
Cl21 6.98474 -2.65999 -0.36600  0.529
Cl22 4.42970 -2.97576 0.97892  0.516
H23 6.53538 -3.74181 1.65691  0.009

Summary:
ΔE to the lowest compared entry with this formula, charge and spin = 0.0 kcal per mole
net charge = -1



| no. | F_max (eV Å⁻¹) |
| --- | --- |
| 1 | 4.312 |
| 2 | 3.370 |
| 3 | 1.453 |
| 4 | 0.970 |
| 5 | 5.466 |
| 6 | 0.443 |